Here is C26H43BrN6P2Pt as an isolated structure from the Open Molecules 2025 dataset. Energies are from ωB97M-V/def2-TZVPD.

The geometry in ORCA input format:
```
! RIJCOSX wB97M-V def2-TZVPD def2/J DEFGRID3
* xyz 2 3
N 2.3072 -9.3699 4.3237
C 2.8141 -8.3195 4.9902
C 2.8129 -7.0090 4.4992
C 2.2538 -6.7321 3.2298
C 1.7215 -7.8432 2.5322
C 1.7739 -9.1119 3.1146
C 2.2525 -5.3621 2.7195
Pt 0.8514 1.2583 0.0571
P -4.6012 4.5550 0.0285
C 1.1640 -4.6610 2.3021
C 1.1354 -3.2930 1.7913
C -0.0498 -2.8053 1.1908
C -0.1336 -1.5013 0.6880
C 0.9649 -0.6162 0.7622
C 2.1519 -1.1045 1.3612
C 2.2383 -2.4064 1.8619
Br 0.7128 3.6379 -0.8346
H 3.2395 -4.8835 2.6851
H 0.1817 -5.1504 2.3434
H 3.2439 -6.1978 5.0970
H 1.2689 -7.7230 1.5429
H 3.2483 -8.5346 5.9766
H 1.3614 -9.9761 2.5755
H -0.9202 -3.4701 1.1227
H 3.1778 -2.7418 2.3153
H -1.0732 -1.1670 0.2322
H 3.0287 -0.4504 1.4374
P 0.3517 0.4658 -2.0778
C -3.9133 4.0449 1.7014
C -4.9103 4.2384 2.8515
H -2.9712 4.5938 1.8997
H -3.6461 2.9751 1.6110
H -4.3844 4.3554 3.8160
H -5.5320 5.1400 2.7036
H -5.5921 3.3739 2.9351
C -5.0363 2.8354 -0.5921
C -6.1249 2.8101 -1.6727
H -5.3811 2.2764 0.2991
H -4.1178 2.3299 -0.9513
H -6.6012 1.8147 -1.7285
H -6.9139 3.5541 -1.4624
H -5.7100 3.0334 -2.6711
C -2.9750 4.8573 -0.8717
C -2.6420 6.3415 -1.0803
H -2.9796 4.3090 -1.8346
H -2.1898 4.3915 -0.2469
H -1.9494 6.4753 -1.9311
H -3.5457 6.9400 -1.2887
H -2.1648 6.7674 -0.1803
C 0.9909 1.6253 -3.3836
C 1.7958 1.0525 -4.5572
H 1.6146 2.3359 -2.8129
H 0.1042 2.1860 -3.7358
H 2.7705 0.6664 -4.2146
H 1.2677 0.2415 -5.0847
H 2.0002 1.8532 -5.2904
C -1.4466 0.1760 -2.4517
C -1.9534 -1.2650 -2.5930
H -1.6313 0.7356 -3.3858
H -2.0039 0.7275 -1.6720
H -1.8364 -1.6313 -3.6272
H -1.4322 -1.9670 -1.9226
H -3.0301 -1.3054 -2.3502
C 1.2219 -1.1670 -2.2696
C 2.7118 -1.2777 -1.9234
H 1.0600 -1.4340 -3.3298
H 0.6007 -1.8753 -1.6912
H 2.9540 -2.2623 -1.4877
H 3.3604 -1.1224 -2.8001
H 2.9754 -0.5117 -1.1722
N 5.4221 4.1977 -0.5198
N 4.5590 3.2626 0.0288
N 4.7994 2.5979 1.1404
C 3.7031 1.8391 1.3155
N 2.8100 2.0407 0.3083
N 3.3757 2.9573 -0.4685
H 5.1631 4.7029 -1.3790
H 6.3204 4.4067 -0.0596
H 3.5554 1.2697 2.2163
*
```

## Properties
⟨S²⟩: 2.00
Lowest unoccupied orbital energy (alpha / beta) in eV: -6.37 / -9.35
Highest occupied orbital energy (alpha / beta) in eV: -12.3 / -12.3

Here is C26H43Cl2N2PSSc as an isolated structure from the Open Molecules 2025 dataset. Energies are from ωB97M-V/def2-TZVPD.

The geometry in ORCA input format:
```
! RIJCOSX wB97M-V def2-TZVPD def2/J DEFGRID3
* xyz -1 1
P -0.1382 0.7280 -2.5672
C -1.7994 0.2141 -3.1619
C -2.2627 1.0859 -4.3187
C -3.7047 0.7126 -4.6684
C -3.8367 -0.7917 -4.9386
C -3.3199 -1.6574 -3.7829
C -1.8709 -1.2871 -3.4525
C 1.3208 0.0943 -3.4459
C 1.1891 0.5073 -4.9021
C 2.4990 0.1583 -5.6136
C 2.8445 -1.3265 -5.4414
C 2.8918 -1.7652 -3.9723
C 1.5789 -1.4112 -3.2648
C -0.0570 2.5719 -2.5030
C -1.1912 3.1667 -1.6411
C -1.1810 4.6941 -1.7807
C 0.1768 5.2880 -1.3978
C 1.3290 4.6321 -2.1632
C 1.3093 3.1041 -2.0270
H -2.4521 0.3924 -2.2859
H -1.5895 0.9283 -5.1748
H -2.2109 2.1508 -4.0564
H -4.0263 1.3087 -5.5317
H -4.3377 0.9800 -3.8083
H -4.8846 -1.0314 -5.1375
H -3.2564 -1.0352 -5.8378
H -3.9289 -1.4753 -2.8847
H -3.3808 -2.7254 -4.0290
H -1.5044 -1.8490 -2.5824
H -1.2137 -1.5301 -4.3018
H 2.1767 0.5984 -2.9624
H 3.2901 0.7700 -5.1550
H 0.9842 1.5834 -5.0020
H 0.3446 -0.0289 -5.3613
H 2.4086 0.4357 -6.6708
H 3.8074 -1.5318 -5.9176
H 2.0789 -1.9237 -5.9527
H 3.0978 -2.8409 -3.8789
H 3.6996 -1.2271 -3.4532
H 1.6397 -1.6541 -2.1974
H 0.7403 -2.0025 -3.6583
H -0.1970 2.8752 -3.5620
H -2.1822 2.7830 -1.9224
H -1.0871 2.8917 -0.5775
H -1.3922 4.9265 -2.8335
H -1.9842 5.1319 -1.1755
H 0.3340 5.1430 -0.3224
H 0.1728 6.3649 -1.5876
H 2.2946 5.0332 -1.8325
H 1.2221 4.8618 -3.2324
H 2.1422 2.6715 -2.5985
H 1.5092 2.8115 -0.9850
Sc -0.0378 0.1208 -0.0937
Cl 2.4393 0.5014 -0.2685
Cl -2.4328 0.5409 0.0733
C -0.3391 -1.8893 -0.5543
H -1.4129 -2.1370 -0.3899
C 0.3939 -3.0678 -0.3111
C 1.8151 -3.1120 -0.1687
C 2.5131 -4.3133 -0.1716
C 1.8115 -5.5290 -0.2113
C 0.4063 -5.5209 -0.2462
C -0.2882 -4.3199 -0.2555
H 2.3466 -2.1651 -0.1176
H 3.6066 -4.3091 -0.1513
H -0.1217 -6.4759 -0.2795
H -1.3745 -4.3290 -0.3022
H 2.3693 -6.4709 -0.2038
N -0.0250 1.1480 4.5810
C 0.0371 -0.0031 3.9390
N -0.0203 -1.1492 4.5790
S 0.2356 -0.0175 2.2833
H -0.0096 1.2556 5.5861
H 0.0008 1.9758 3.9801
H 0.0050 -1.9786 3.9767
H -0.0094 -1.2619 5.5843
*
```

## Properties
Lowest unoccupied orbital energy in eV: 1.96
Highest occupied orbital energy in eV: -1.7

Calculated total energy (eV), listed in the same order as above: -128447.5814 -96514.2508